{"formula": "C49H52N10O3S", "method": "ωB97M-V/def2-TZVPD", "e_lumo_ha": -0.2827, "largest_force_ev_per_a": 2.502, "charge": 2, "e_tot_ha": -3069.2441, "spin_multiplicity": 1, "elements": ["O", "C", "O", "C", "C", "N", "C", "C", "C", "C", "C", "C", "N", "C", "C", "C", "C", "S", "C", "N", "N", "C", "O", "C", "C", "C", "C", "H", "H", "H", "H", "H", "H", "H", "H", "H", "H", "H", "H", "H", "H", "H", "H", "H", "H", "H", "H", "H", "H", "N", "C", "C", "C", "C", "C", "H", "H", "H", "H", "H", "N", "C", "C", "C", "C", "C", "H", "H", "H", "H", "H", "N", "C", "C", "C", "C", "C", "H", "H", "H", "H", "H", "N", "C", "C", "C", "C", "C", "H", "H", "H", "H", "H", "N", "C", "C", "C", "C", "C", "H", "H", "H", "H", "H", "N", "C", "C", "C", "C", "C", "H", "H", "H", "H", "H"], "positions_angstrom": [[7.5047, -1.4518, 1.1268], [8.0567, -1.0607, 0.1284], [7.8445, -1.7361, -1.0701], [9.0073, 0.1358, 0.0883], [8.5778, 1.1517, -1.0024], [7.1666, 1.5744, -0.8589], [6.8791, 2.5955, -0.0408], [5.5937, 3.0344, 0.1493], [4.5327, 2.4074, -0.5145], [3.1334, 2.8518, -0.2911], [2.6547, 3.1616, 0.9880], [1.3533, 3.5625, 1.1669], [0.5135, 3.6897, 0.1413], [-0.9237, 4.0981, 0.3208], [-1.5371, 3.0998, 1.3319], [-3.0399, 2.8118, 1.1711], [-3.4946, 2.6002, -0.2986], [-4.6275, 1.1752, -0.3727], [-4.2514, 0.4629, -1.9366], [-3.9675, -0.7627, -2.0600], [-3.7043, -1.0768, -3.3820], [-3.8411, 0.0580, -3.9703], [-4.1920, 1.0770, -3.1624], [0.9511, 3.3922, -1.0882], [2.2306, 2.9935, -1.3498], [4.8599, 1.3534, -1.3736], [6.1659, 0.9698, -1.5034], [6.8828, -1.8277, -1.1300], [10.0468, -0.1681, -0.0949], [8.9720, 0.6023, 1.0803], [9.2322, 2.0317, -0.9627], [8.7576, 0.7098, -1.9910], [7.6854, 3.0899, 0.4997], [5.4405, 3.8525, 0.8495], [3.3306, 3.0675, 1.8354], [1.0378, 3.7741, 2.1877], [-1.3585, 4.0621, -0.6813], [-0.9414, 5.1443, 0.6506], [-1.4060, 3.5526, 2.3295], [-0.9395, 2.1754, 1.3508], [-3.6983, 3.5339, 1.6691], [-3.2169, 1.8588, 1.6961], [-2.6426, 2.4396, -0.9751], [-4.0254, 3.4946, -0.6550], [-3.7082, 0.3452, -5.0081], [0.2246, 3.4774, -1.8947], [2.5373, 2.7882, -2.3739], [4.0941, 0.8102, -1.9243], [6.4339, 0.1457, -2.1646], [0.9034, -0.9852, -5.3284], [1.8875, -1.8628, -5.1039], [1.9680, -2.6462, -3.9617], [0.9744, -2.5210, -3.0074], [-0.0547, -1.6254, -3.2190], [-0.0423, -0.8831, -4.3899], [2.6430, -1.9257, -5.8796], [2.7812, -3.3459, -3.8200], [1.0035, -3.1206, -2.1049], [-0.8491, -1.5010, -2.4941], [-0.8289, -0.1651, -4.5988], [4.0245, -4.6359, -2.1065], [4.1636, -3.7480, -1.1221], [5.2105, -3.7670, -0.2132], [6.1625, -4.7699, -0.3298], [6.0335, -5.7013, -1.3464], [4.9515, -5.5878, -2.2079], [3.3925, -2.9840, -1.0682], [5.2794, -3.0179, 0.5663], [6.9943, -4.8221, 0.3614], [6.7551, -6.4965, -1.4716], [4.8116, -6.2895, -3.0224], [-8.4428, 1.3428, 0.8977], [-9.7262, 1.2327, 1.2544], [-10.7828, 1.6845, 0.4790], [-10.4969, 2.2880, -0.7348], [-9.1735, 2.4140, -1.1239], [-8.1921, 1.9259, -0.2747], [-9.9018, 0.7569, 2.2126], [-11.8027, 1.5665, 0.8184], [-11.2947, 2.6548, -1.3686], [-8.9080, 2.8794, -2.0638], [-7.1404, 1.9955, -0.5323], [-0.0033, -0.4765, 2.0381], [1.2775, -0.2002, 1.7966], [2.2372, -1.1621, 1.5277], [1.8459, -2.4922, 1.5106], [0.5211, -2.8062, 1.7609], [-0.3612, -1.7640, 2.0176], [1.5370, 0.8558, 1.8235], [3.2647, -0.8781, 1.3365], [2.5682, -3.2722, 1.3045], [0.1769, -3.8310, 1.7559], [-1.4090, -1.9583, 2.2151], [3.5170, 0.1795, 5.5185], [2.2977, 0.2380, 4.9799], [1.1907, 0.7614, 5.6296], [1.3563, 1.2493, 6.9166], [2.6133, 1.1961, 7.4960], [3.6552, 0.6555, 6.7567], [2.2171, -0.1585, 3.9758], [0.2253, 0.7838, 5.1403], [0.5171, 1.6645, 7.4605], [2.7834, 1.5650, 8.4981], [4.6567, 0.5962, 7.1685], [-8.4237, -2.8224, 0.3104], [-8.9719, -3.9250, -0.2016], [-9.9574, -3.9154, -1.1769], [-10.4031, -2.6909, -1.6464], [-9.8487, -1.5323, -1.1272], [-8.8655, -1.6520, -0.1558], [-8.5946, -4.8602, 0.1979], [-10.3641, -4.8425, -1.5573], [-11.1724, -2.6404, -2.4072], [-10.1699, -0.5566, -1.4669], [-8.4019, -0.7763, 0.2773]], "forces_ev_per_angstrom": [[0.369, 0.963, -0.677], [-0.334, -1.457, 0.602], [0.355, 1.857, 0.211], [-0.599, 0.184, -0.130], [1.274, -0.704, -0.170], [0.158, 0.489, 0.238], [0.230, 0.548, 0.571], [-0.439, -0.079, 0.200], [0.379, 0.043, 0.106], [-0.588, 0.253, -0.015], [0.956, -0.275, -0.471], [0.400, 0.187, 1.114], [-0.026, 0.217, -0.476], [0.230, -0.450, 0.312], [-0.204, 0.893, 0.617], [-0.223, -0.895, -0.312], [0.044, 0.527, -0.014], [0.016, 0.011, -0.563], [0.261, 0.529, -0.287], [0.394, -2.179, 1.166], [-0.238, 1.119, -0.021], [0.031, 0.316, -0.903], [-0.201, 0.587, 0.578], [-0.735, 0.146, -0.793], [0.937, -0.450, 0.011], [-0.789, 0.311, 0.229], [0.260, -0.927, -0.921], [-0.001, -1.006, 0.126], [-0.319, -0.031, -0.126], [0.012, -0.191, -0.180], [-0.447, -0.063, 0.143], [-0.541, 0.105, 0.200], [0.039, -0.325, -0.320], [-0.043, -0.109, -0.240], [-0.383, 0.035, 0.034], [-0.415, 0.078, -0.427], [-0.003, -0.091, 0.275], [0.040, -0.306, 0.041], [0.023, -0.281, -0.211], [-0.407, 0.056, -0.298], [0.421, 0.083, -0.185], [0.110, 0.344, -0.014], [-0.257, -0.238, 0.205], [0.192, -0.254, 0.000], [-0.017, -0.390, 0.150], [0.160, 0.055, 0.234], [-0.215, 0.054, 0.188], [0.177, 0.072, 0.107], [0.088, 0.288, 0.160], [0.058, -0.080, 0.309], [-0.205, 0.263, -0.056], [0.168, -0.032, -0.121], [0.112, -0.149, 0.266], [-0.125, 0.208, 0.059], [0.139, 0.081, -0.269], [-0.006, -0.069, 0.008], [-0.030, -0.035, -0.021], [-0.014, -0.047, -0.034], [-0.071, -0.040, -0.074], [-0.045, -0.049, 0.025], [0.112, 0.085, 0.062], [0.007, -0.039, -0.139], [-0.062, 0.099, -0.061], [0.168, -0.077, 0.023], [0.017, 0.100, 0.098], [-0.190, 0.005, -0.102], [-0.009, 0.026, 0.028], [0.000, -0.046, 0.080], [-0.018, 0.010, 0.004], [-0.025, -0.006, -0.012], [0.046, -0.033, 0.036], [-0.279, 0.332, -0.077], [0.215, 0.057, 0.147], [0.043, 0.028, -0.001], [-0.095, 0.053, -0.060], [-0.015, -0.027, 0.037], [0.104, 0.007, 0.122], [-0.074, -0.022, -0.029], [0.018, -0.015, 0.021], [0.007, -0.007, 0.012], [0.016, -0.013, 0.008], [-0.148, 0.065, -0.117], [0.129, -0.029, -0.104], [-0.219, -0.062, -0.207], [-0.051, 0.070, -0.144], [0.093, -0.118, -0.026], [0.032, 0.175, 0.006], [-0.152, 0.155, 0.046], [0.084, -0.086, 0.040], [0.041, -0.003, 0.072], [-0.026, -0.015, 0.036], [-0.028, 0.024, 0.019], [0.022, -0.063, -0.011], [-0.111, 0.156, 0.027], [0.164, -0.006, 0.042], [0.021, 0.044, -0.029], [-0.066, 0.069, 0.076], [-0.047, -0.006, -0.056], [0.148, -0.081, -0.098], [-0.064, -0.038, 0.126], [0.002, -0.063, -0.010], [0.013, -0.022, 0.004], [0.021, -0.022, -0.009], [-0.038, 0.016, 0.067], [-0.149, -0.023, -0.176], [0.123, 0.035, 0.130], [0.002, 0.029, 0.005], [-0.076, 0.018, -0.078], [0.013, -0.086, -0.012], [0.185, -0.186, 0.083], [-0.048, -0.036, -0.047], [0.014, -0.005, 0.023], [0.008, -0.008, 0.011], [0.024, 0.011, 0.028], [-0.010, -0.124, -0.063]], "mulliken_charge": [-0.5055, 0.6097, -0.4256, -0.4358, -0.9540, 0.1243, -0.3622, -0.6130, 0.6080, 1.0653, -0.8627, -0.1280, 0.1863, -0.8261, -0.2259, -0.9428, -0.6531, -0.2143, 0.6242, -0.2407, -0.3859, 0.0036, -0.3019, -0.3031, -0.7168, -0.9359, -0.4495, 0.2732, 0.3873, 0.3371, 0.4473, 0.3489, 0.4326, 0.5418, 0.4487, 0.3773, 0.4627, 0.2665, 0.3788, 0.1393, 0.4511, 0.5434, 0.2505, 0.3963, 0.4511, 0.4226, 0.5768, 0.6547, 0.6968, -0.5692, -0.5286, -0.1658, -0.5757, -0.2209, -0.2275, 0.4094, 0.5208, 0.5447, 0.4426, 0.3763, -0.3687, 0.3274, -0.8954, -0.3451, -0.4281, -0.4407, 0.2827, 0.6172, 0.4473, 0.4079, 0.4083, -0.5560, -0.2222, -0.3281, -0.3753, -0.5557, 0.2455, 0.3878, 0.3929, 0.3964, 0.3756, 0.1806, -0.2838, -1.1827, 0.1138, -0.3313, -0.5905, -0.6188, 0.8573, 0.5282, 0.5268, 0.4758, 0.4844, -0.4866, -0.2972, -0.4446, -0.4080, -0.3804, -0.2733, 0.6825, 0.4410, 0.3961, 0.3843, 0.3884, -0.5466, -0.3353, -0.2756, -0.5654, -0.0498, -0.3120, 0.3712, 0.3745, 0.3828, 0.2849, 0.7063]}